No. 1
The following is a DFT calculation (the ωB97M-V functional and the def2-TZVPD basis) of a molecular structure, C14H29IMnN5O6.

Element x y z (Å)
Mn: 0.277 0.355 0.685
C: -3.525 -2.857 -1.333
N: -2.361 -1.997 -1.511
C: -1.561 -2.220 -2.712
C: -2.030 -1.009 -0.682
O: -1.125 -0.203 -0.941
C: -2.786 -0.884 0.632
O: -2.098 0.063 1.408
C: -2.270 -0.020 2.803
C: -0.934 -0.403 3.431
O: 0.048 -0.554 2.704
N: -0.883 -0.561 4.755
C: 0.382 -0.914 5.398
C: -2.026 -0.382 5.644
H: -3.222 -3.900 -1.400
H: -4.264 -2.658 -2.110
H: -3.998 -2.699 -0.368
H: -1.566 -3.284 -2.935
H: -0.542 -1.903 -2.526
H: -1.967 -1.677 -3.567
H: -2.822 -1.854 1.133
H: -3.807 -0.550 0.431
H: -3.036 -0.751 3.065
H: -2.578 0.957 3.168
H: 1.075 -1.293 4.657
H: 0.196 -1.680 6.150
H: 0.816 -0.039 5.882
H: -2.859 0.099 5.140
H: -1.733 0.251 6.480
H: -2.361 -1.343 6.040
I: 0.208 2.783 1.569
C: 2.554 0.772 -3.600
C: 1.778 0.239 -2.367
N: 1.494 1.332 -1.431
C: 0.684 2.357 -2.090
C: 1.458 2.964 -3.288
N: 2.780 2.245 -3.383
C: 3.584 2.462 -2.126
C: 2.752 1.911 -0.941
H: 2.003 0.663 -4.531
H: 3.531 0.309 -3.713
H: 2.362 -0.515 -1.848
H: 0.833 -0.203 -2.675
H: 0.441 3.122 -1.356
H: -0.248 1.904 -2.421
H: 1.677 4.022 -3.157
H: 0.949 2.825 -4.239
H: 3.299 2.618 -4.172
H: 3.776 3.529 -2.046
H: 4.530 1.942 -2.259
H: 2.511 2.703 -0.237
H: 3.301 1.141 -0.408
O: 0.588 -1.976 0.229
N: 1.841 -1.845 0.325
O: 2.616 -2.755 0.136
O: 2.260 -0.639 0.509

Results
- electronic energy (eV) = -74139.0256
- energy above the lowest of the compared OMol25 structures with the same formula, charge and spin (kcal/mol) = 0.9
- net charge = +1
- molar mass (g mol⁻¹) = 545.257
- HOMO energy (spin up / spin down) (eV) = -10.43 / -10.63
- Kohn-Sham gap (spin up / spin down) (eV) = 7.8512 / 8.0418
- ⟨S²⟩ = 8.754
- 2S+1 = 6



No. 2
The following is a DFT calculation (the ωB97M-V functional and the def2-TZVPD basis) of 2 unconnected molecules or ions with the total composition C3H12N3 in a non-equilibrium geometry.

Element x y z (Å)
C: -0.217 0.331 -2.057
N: 0.541 0.022 -0.850
C: 1.315 1.061 -0.302
N: 2.455 0.772 0.284
H: -0.926 -0.464 -2.322
H: -0.785 1.261 -1.891
H: 0.412 0.421 -2.953
H: 1.183 -0.777 -0.877
H: 0.932 2.087 -0.305
H: 2.804 1.682 0.642
C: -1.603 -0.992 2.144
N: -1.685 -0.908 0.640
H: -0.637 -1.444 2.395
H: -1.587 0.025 2.578
H: -2.494 -1.532 2.497
H: -1.773 -1.853 0.264
H: -0.849 -0.446 0.213
H: -2.539 -0.406 0.369

Results
- electronic energy (eV) = -7755.6967
- energy above the lowest of the compared OMol25 structures with the same formula, charge and spin (kcal/mol) = 27.6
- net charge = +2
- molar mass (g mol⁻¹) = 90.150
- HOMO energy (spin up / spin down) (eV) = -21.12 / -20.90
- Kohn-Sham gap (spin up / spin down) (eV) = 12.5848 / 7.6746
- ⟨S²⟩ = 0.781
- 2S+1 = 2



No. 3
The following is a DFT calculation (the ωB97M-V functional and the def2-TZVPD basis) of C8H12 in the gas phase in a non-equilibrium geometry.

Element x y z (Å)
C: -1.466 1.677 0.440
C: 0.001 1.439 -0.040
C: 0.873 0.811 1.064
C: 0.876 -0.770 0.795
C: 0.273 -0.990 -0.613
C: -0.771 -2.117 -0.759
C: 1.067 -0.260 -1.666
C: 0.135 0.523 -1.167
H: -1.902 0.743 0.581
H: -1.927 2.182 -0.494
H: -1.330 2.262 1.361
H: 0.433 2.414 -0.334
H: 0.671 1.079 2.116
H: 1.975 1.010 1.129
H: 2.003 -1.093 0.798
H: 0.565 -1.340 1.685
H: -0.709 -2.635 -1.784
H: -1.872 -1.740 -0.665
H: -0.670 -2.797 0.129
H: 1.774 -0.397 -2.577

Results
- electronic energy (eV) = -8486.0835
- energy above the lowest of the compared OMol25 structures with the same formula, charge and spin (kcal/mol) = 80.7
- SMILES = C[C@H]1CC[C@]2(C)C=C12
- molar mass (g mol⁻¹) = 108.184
- HOMO energy (eV) = -8.26
- Kohn-Sham gap (eV) = 9.0799



No. 4
The following is a DFT calculation (the ωB97M-V functional and the def2-TZVPD basis) of a molecular structure, C3H6MnO3 in a non-equilibrium geometry.

Element x y z (Å)
O: 1.693 1.342 0.697
Mn: 0.265 1.914 -0.461
C: -2.028 -0.208 -0.025
O: -0.695 0.243 -0.250
C: 0.339 -0.735 -0.069
C: 1.650 -0.026 -0.337
O: 2.740 -0.558 -0.500
H: -2.692 0.628 -0.265
H: -2.237 -1.066 -0.677
H: -2.153 -0.495 1.027
H: 0.210 -1.553 -0.792
H: 0.296 -1.122 0.963
H: 2.611 1.637 0.689

Results
- electronic energy (eV) = -40660.6707
- energy above the lowest of the compared OMol25 structures with the same formula, charge and spin (kcal/mol) = 20.9
- net charge = +1
- molar mass (g mol⁻¹) = 145.016
- HOMO energy (spin up / spin down) (eV) = -11.30 / -15.26
- Kohn-Sham gap (spin up / spin down) (eV) = 5.5391 / 9.5215
- ⟨S²⟩ = 12.009
- 2S+1 = 7



No. 5
The following is a DFT calculation (the ωB97M-V functional and the def2-TZVPD basis) of C13H11N in the gas phase in a non-equilibrium geometry.

Element x y z (Å)
C: -1.956 -2.039 1.770
C: -2.361 -1.441 0.753
C: -2.605 -0.668 -0.446
C: -3.124 0.689 -0.069
C: -2.247 1.696 0.189
N: -0.892 1.558 0.132
C: -0.396 0.467 -0.351
C: 1.024 0.345 -0.215
C: 1.795 -0.542 -0.973
C: 3.165 -0.547 -0.894
C: 3.762 0.319 0.029
C: 3.027 0.944 0.974
C: 1.637 0.968 0.889
C: -1.228 -0.530 -1.153
H: -1.922 -2.599 2.667
H: -3.198 -1.374 -0.969
H: -4.138 0.778 0.036
H: -2.702 2.695 0.397
H: 1.128 -1.164 -1.601
H: 3.850 -1.168 -1.521
H: 4.910 0.310 0.184
H: 3.651 1.279 1.730
H: 1.084 1.491 1.627
H: -0.843 -1.444 -1.122
H: -1.423 -0.023 -2.063

Results
- electronic energy (eV) = -15145.4084
- energy above the lowest of the compared OMol25 structures with the same formula, charge and spin (kcal/mol) = 99.6
- SMILES = C#C[C@H]1C=CN=C(c2ccccc2)C1
- molar mass (g mol⁻¹) = 181.238
- HOMO energy (eV) = -8.34
- Kohn-Sham gap (eV) = 8.2965



No. 6
The following is a DFT calculation (the ωB97M-V functional and the def2-TZVPD basis) of a molecular structure, C51H51Cl2IN2O3S2Sb2V in a non-equilibrium geometry.

Element x y z (Å)
V: -0.332 2.198 0.929
C: 2.817 -0.956 -0.862
C: 2.702 0.420 -1.454
N: 3.561 0.712 -2.394
C: 3.495 1.904 -3.024
C: 2.553 2.850 -2.744
C: 2.531 4.102 -3.583
O: 2.727 5.306 -2.845
C: 1.614 2.589 -1.701
C: 0.614 3.589 -1.460
N: -0.363 3.560 -0.601
C: -1.362 4.565 -0.757
C: -1.641 5.105 -2.019
C: -2.561 6.123 -2.193
C: -3.255 6.627 -1.105
C: -3.056 6.057 0.141
C: -2.146 5.022 0.308
I: -2.094 4.133 2.196
C: 1.686 1.352 -1.011
O: 0.912 1.032 -0.035
H: 2.757 -1.692 -1.666
H: 2.039 -1.163 -0.134
H: 3.790 -1.076 -0.384
H: 4.232 2.073 -3.802
H: 1.567 4.222 -4.083
H: 3.289 4.006 -4.366
H: 3.534 5.210 -2.327
H: 0.707 4.475 -2.078
H: -1.138 4.702 -2.887
H: -2.740 6.513 -3.186
H: -3.960 7.439 -1.223
H: -3.628 6.401 0.993
C: -1.054 -3.163 -0.476
C: -0.195 -3.314 0.778
C: -0.183 -2.073 1.656
Sb: 0.607 -2.447 3.652
C: 1.967 -3.999 3.043
C: 3.229 -3.733 2.517
C: 4.056 -4.770 2.105
C: 3.633 -6.088 2.212
C: 2.383 -6.367 2.747
C: 1.563 -5.327 3.165
C: 2.150 -0.993 3.889
C: 2.619 -0.125 2.915
C: 3.715 0.693 3.162
C: 4.349 0.652 4.393
C: 3.875 -0.198 5.385
C: 2.784 -1.015 5.132
Sb: -0.456 -1.559 -1.791
C: 0.719 -2.803 -3.089
C: 1.246 -4.031 -2.701
C: 1.978 -4.803 -3.595
C: 2.196 -4.352 -4.887
C: 1.694 -3.119 -5.279
C: 0.965 -2.350 -4.384
C: -2.177 -1.672 -3.067
C: -2.832 -2.869 -3.354
C: -3.889 -2.901 -4.252
C: -4.299 -1.735 -4.888
C: -3.650 -0.540 -4.622
C: -2.597 -0.511 -3.714
H: -2.100 -2.990 -0.204
H: -1.028 -4.084 -1.061
H: 0.827 -3.588 0.506
H: -0.582 -4.164 1.353
H: -1.207 -1.728 1.825
H: 0.359 -1.243 1.193
H: 3.578 -2.711 2.425
H: 5.036 -4.546 1.701
H: 4.277 -6.895 1.885
H: 2.049 -7.392 2.843
H: 0.594 -5.562 3.594
H: 2.109 -0.039 1.965
H: 4.051 1.379 2.395
H: 5.200 1.293 4.588
H: 4.354 -0.221 6.356
H: 2.420 -1.669 5.919
H: 1.103 -4.398 -1.691
H: 2.377 -5.759 -3.278
H: 2.758 -4.957 -5.587
H: 1.875 -2.753 -6.282
H: 0.579 -1.389 -4.707
H: -2.510 -3.790 -2.882
H: -4.390 -3.837 -4.463
H: -5.119 -1.763 -5.594
H: -3.960 0.370 -5.120
H: -2.099 0.431 -3.508
Cl: -0.670 0.794 2.940
C: 0.140 1.695 4.224
C: -0.119 1.267 5.512
C: 0.540 1.880 6.562
C: 1.443 2.897 6.289
C: 1.670 3.302 4.987
Cl: 2.819 4.576 4.733
C: 1.026 2.723 3.874
S: 1.364 3.252 2.246
H: -0.815 0.457 5.681
H: 0.363 1.562 7.580
H: 1.983 3.385 7.088
C: -5.036 3.080 -0.892
C: -4.794 1.937 0.084
S: -3.493 0.837 -0.516
O: -2.237 1.274 0.180
C: -3.989 -0.664 0.353
C: -5.096 -1.413 -0.373
H: -5.801 3.752 -0.503
H: -5.374 2.700 -1.857
H: -4.128 3.662 -1.052
H: -5.693 1.335 0.230
H: -4.431 2.285 1.052
H: -4.269 -0.377 1.369
H: -3.066 -1.244 0.401
H: -6.012 -0.824 -0.437
H: -5.333 -2.331 0.165
H: -4.791 -1.684 -1.384

Results
- electronic energy (eV) = -156416.6909
- energy above the lowest of the compared OMol25 structures with the same formula, charge and spin (kcal/mol) = 4.0
- molar mass (g mol⁻¹) = 1296.388
- HOMO energy (spin up / spin down) (eV) = -6.52 / -7.21
- Kohn-Sham gap (spin up / spin down) (eV) = 6.1657 / 6.7715
- ⟨S²⟩ = 3.762
- 2S+1 = 4